1.
Here is a molecular structure, C15H27N5O6Pt in a non-equilibrium geometry from the Open Molecules 2025 dataset. Energies are from wB97M-V/def2-TZVPD.

Computed properties:
Orbital gap (alpha / beta) = 0.1621 / 0.1884 hartree
Max |F| = 3.3 eV/Å
2S+1 = 3

Atoms and positions in Å:
Pt  0.01  -0.04  -0.03
O  -0.11  -3.14  -1.78
O  0.65  -1.25  -3.31
O  -2.26  -1.22  -1.34
O  1.50  1.74  1.81
O  -0.44  -2.91  0.65
O  0.51  2.81  -0.40
N  -0.09  1.78  -0.89
N  1.06  0.48  1.60
N  -1.66  0.60  1.16
N  0.06  -1.74  1.06
N  -1.43  -0.28  -1.40
C  -2.71  2.22  2.56
C  -2.26  0.36  -3.58
C  0.62  -2.87  3.15
C  -1.49  0.69  -2.37
C  1.61  -0.48  -1.21
C  -1.72  1.85  1.66
C  -0.75  1.85  -2.08
C  1.24  -0.43  2.56
C  -2.62  -0.29  1.48
C  -3.63  0.03  2.38
C  1.91  -0.10  3.84
C  -3.68  1.30  2.95
C  -4.74  1.65  3.95
C  -0.60  3.06  -2.91
C  0.66  -1.69  2.25
H  -2.59  -1.27  1.00
H  -0.93  3.95  -2.37
H  1.19  2.26  0.98
H  0.25  -2.41  -2.45
H  -4.64  2.69  4.28
H  -0.32  -2.95  -0.44
H  -0.14  -2.74  3.93
H  -2.69  3.23  2.95
H  2.03  0.98  3.97
H  -0.97  2.57  1.33
H  -4.69  1.00  4.83
H  1.58  -3.00  3.66
H  -1.76  -0.46  -4.12
H  0.38  -3.79  2.60
H  -1.20  2.96  -3.82
H  0.44  3.21  -3.20
H  1.33  -1.40  -3.99
H  2.12  -1.37  -0.86
H  -2.33  1.22  -4.25
H  -4.35  -0.74  2.63
H  1.33  -0.50  4.68
H  0.45  -3.93  -1.88
H  2.27  0.38  -1.28
H  -5.75  1.52  3.52
H  -3.27  0.02  -3.32
H  2.91  -0.57  3.89
H  1.18  -0.76  -2.44

2.
Here is 3 unconnected molecules or ions with the total composition C15H27O6PS2 in a non-equilibrium geometry from the Open Molecules 2025 dataset. Energies are from wB97M-V/def2-TZVPD.

Computed properties:
Orbital gap = 0.2877 hartree
Max |F| = 3.8 eV/Å

Atoms and positions in Å:
S  2.38  2.96  -1.18
S  5.32  -0.93  -3.55
P  -6.07  0.10  -0.24
O  -0.55  1.09  3.44
O  -4.70  2.07  2.14
O  4.95  0.47  -3.92
O  -4.15  -2.80  3.79
O  1.31  2.21  -0.45
O  -7.58  0.15  0.08
C  -3.93  -1.83  3.06
C  1.99  2.88  -2.94
C  -1.75  1.67  2.89
C  -5.63  -2.72  0.99
C  -4.85  -1.56  1.77
C  -4.24  0.91  2.07
C  -5.00  -0.23  1.27
C  0.63  1.48  2.69
C  1.35  -1.11  2.83
C  -2.74  -0.79  3.27
C  1.31  0.22  1.95
C  -2.86  0.53  2.79
C  3.83  1.89  -1.27
C  3.78  -1.87  -3.44
C  5.94  -1.74  -5.04
H  4.23  1.75  -0.26
H  3.55  0.91  -1.67
H  -1.78  -1.11  3.80
H  5.22  -1.62  -5.85
H  1.09  3.46  -3.11
H  0.77  0.08  0.96
H  1.07  -1.98  2.14
H  2.82  3.32  -3.51
H  -5.67  -3.63  1.68
H  4.02  -2.93  -3.29
H  -5.64  1.37  -0.78
H  0.48  2.33  1.95
H  4.59  2.35  -1.90
H  3.21  -1.51  -2.60
H  6.88  -1.28  -5.31
H  6.10  -2.80  -4.83
H  -5.13  -3.00  0.01
H  -6.72  -2.44  0.75
H  2.39  0.52  1.73
H  -5.89  -0.93  -1.25
H  -1.65  2.12  1.86
H  1.83  1.85  -3.24
H  3.20  -1.75  -4.36
H  2.40  -1.29  3.25
H  -2.11  2.45  3.65
H  0.62  -1.14  3.70
H  1.39  1.87  3.47

3.
Here is a molecular structure, C15H28AlIN3O6 in a non-equilibrium geometry from the Open Molecules 2025 dataset. Energies are from wB97M-V/def2-TZVPD.

Computed properties:
Orbital gap = 0.2956 hartree
Net charge = -1
Max |F| = 5.2 eV/Å

Atoms and positions in Å:
I  -1.26  0.71  -2.24
Al  0.59  2.02  1.44
O  -0.84  3.64  -1.68
O  2.02  1.19  4.83
O  2.22  5.11  2.14
O  -2.18  -2.67  -3.46
O  1.71  3.45  4.99
O  2.42  3.13  -1.45
N  1.90  3.24  0.81
N  -3.03  -5.39  -3.09
N  2.93  -0.26  2.25
C  -3.19  -2.97  -2.50
C  1.46  -2.29  2.18
C  -3.95  -4.29  -2.77
C  2.73  2.75  -0.28
C  0.14  2.12  3.43
C  1.35  2.16  4.43
C  2.63  3.95  1.84
C  0.96  0.11  0.76
C  3.93  3.46  2.62
C  -4.99  -4.18  -3.87
C  -1.05  2.56  -1.10
C  -2.66  -2.04  -4.63
C  -1.18  2.56  0.47
C  1.82  -0.77  1.75
C  4.01  1.82  -0.18
H  0.40  -2.51  1.82
H  -5.61  -3.29  -3.74
H  3.95  3.93  3.66
H  4.90  2.45  -0.55
H  4.90  3.79  2.10
H  0.99  3.59  5.66
H  1.43  0.18  -0.29
H  -3.49  -1.36  -4.42
H  -5.66  -5.05  -3.86
H  -3.88  -2.13  -2.38
H  -2.42  -5.06  -3.84
H  2.25  -2.96  1.67
H  -4.54  -4.14  -4.87
H  -1.84  -1.46  -5.06
H  -0.07  -0.37  0.60
H  -2.95  -2.78  -5.37
H  3.93  2.32  2.77
H  -2.67  -3.07  -1.54
H  3.98  0.91  -0.87
H  3.38  -0.94  2.88
H  -2.08  1.98  0.87
H  -0.60  3.00  3.56
H  1.61  -2.38  3.30
H  -0.46  1.17  3.69
H  -2.39  -5.52  -2.30
H  -1.35  3.65  0.79
H  4.28  1.49  0.88
H  -4.48  -4.55  -1.85